[1]
{"formula": "C8H16N5", "method": "ωB97M-V/def2-TZVPD", "species": ["C", "C", "C", "C", "C", "C", "C", "C", "N", "N", "N", "N", "N", "H", "H", "H", "H", "H", "H", "H", "H", "H", "H", "H", "H", "H", "H", "H", "H"], "coordinates": [[-0.333, 2.240, 3.505], [-1.309, 1.494, 4.117], [-0.251, 1.716, 2.196], [1.165, -0.302, -2.111], [0.990, -1.369, 0.154], [-0.774, -1.820, -1.582], [0.596, 2.127, 1.133], [0.218, -0.804, -1.031], [-1.135, 0.720, 2.044], [2.505, 3.351, 0.483], [1.483, 2.903, 0.928], [-1.754, 0.604, 3.210], [-0.568, 0.373, -0.533], [0.237, 3.046, 3.917], [-1.702, 1.538, 5.112], [0.636, 0.269, -2.872], [1.950, 0.319, -1.683], [1.643, -1.142, -2.605], [1.626, -2.187, -0.171], [0.313, -1.751, 0.914], [1.627, -0.609, 0.599], [-0.239, -2.683, -1.964], [-1.451, -2.169, -0.806], [-1.352, -1.403, -2.398], [0.067, 1.167, -0.134], [2.505, 4.303, 0.134], [-2.461, -0.103, 3.341], [-1.110, 0.148, 0.340], [-1.180, 0.731, -1.267]], "relative_energy_kcal_mol": 33.4, "e_tot_ha": -587.8939, "total_charge": 1, "homo_lumo_gap_ev": 9.5547}



[2]
{"formula": "C8H16N9O3Rh", "method": "ωB97M-V/def2-TZVPD", "species": ["Rh", "N", "C", "C", "C", "O", "O", "H", "H", "H", "H", "H", "H", "N", "N", "N", "C", "N", "N", "H", "H", "H", "C", "N", "C", "C", "O", "N", "C", "N", "H", "H", "H", "H", "H", "H", "H"], "coordinates": [[-0.916, 0.075, 0.289], [-2.281, -0.218, -1.428], [-3.075, -1.463, -1.502], [-3.712, -1.875, -0.177], [-2.613, -2.402, 0.808], [-2.914, -3.602, 1.024], [-1.683, -1.728, 1.241], [-2.879, 0.589, -1.587], [-1.578, -0.219, -2.177], [-2.433, -2.257, -1.886], [-3.887, -1.349, -2.223], [-4.486, -2.619, -0.343], [-4.143, -1.045, 0.393], [0.611, 4.808, 2.165], [-0.285, 3.787, 1.941], [-1.446, 3.739, 2.557], [-1.912, 2.570, 2.150], [-1.050, 1.963, 1.330], [0.009, 2.770, 1.210], [0.080, 5.608, 2.498], [1.100, 4.997, 1.296], [-2.867, 2.175, 2.452], [4.524, -1.332, -0.523], [3.124, -1.041, -0.804], [2.574, -0.942, -2.147], [1.127, -0.612, -1.860], [0.254, -0.474, -2.682], [0.960, -0.511, -0.481], [2.175, -0.767, 0.078], [2.384, -0.726, 1.389], [4.910, -1.956, -1.326], [4.616, -1.906, 0.398], [5.112, -0.418, -0.457], [2.650, -1.886, -2.690], [3.046, -0.153, -2.735], [1.615, -0.641, 2.031], [3.287, -0.942, 1.778]], "relative_energy_kcal_mol": 0.0, "e_tot_ha": -1142.8761, "total_charge": 2, "multiplicity": 5, "homo_lumo_gap_ev": [10.7515, 6.4863], "s_squared": 6.010}



[3]
{"formula": "C8H16NO", "method": "ωB97M-V/def2-TZVPD", "species": ["C", "C", "C", "C", "C", "C", "C", "C", "N", "O", "H", "H", "H", "H", "H", "H", "H", "H", "H", "H", "H", "H", "H", "H", "H", "H"], "coordinates": [[-0.601, -0.509, -1.782], [-1.372, 0.770, 1.350], [1.036, -1.356, 0.701], [-0.259, 0.162, 1.077], [1.236, -0.048, 1.485], [1.601, 0.168, 2.985], [2.195, 0.774, 0.612], [-2.654, 0.349, -2.942], [-1.564, -0.555, -2.836], [-0.244, -0.855, 0.200], [-0.425, 0.390, -1.241], [0.191, -1.276, -1.965], [-2.162, 0.378, 0.645], [-1.550, 1.361, 2.234], [1.801, -1.731, -0.045], [0.903, -2.315, 1.308], [1.480, 1.339, 3.001], [2.595, -0.056, 3.193], [0.934, -0.315, 3.687], [3.328, 0.628, 0.781], [2.015, 1.828, 0.658], [2.042, 0.543, -0.453], [-2.755, 0.667, -3.995], [-3.749, -0.122, -2.818], [-2.509, 1.098, -2.243], [-1.513, -1.319, -3.597]], "relative_energy_kcal_mol": 116.0, "e_tot_ha": -444.0002, "total_charge": 1, "homo_lumo_gap_ev": [8.1586, 8.1591]}



[4]
{"formula": "C8H16NO", "method": "ωB97M-V/def2-TZVPD", "species": ["C", "C", "C", "C", "C", "C", "C", "C", "N", "O", "H", "H", "H", "H", "H", "H", "H", "H", "H", "H", "H", "H", "H", "H", "H", "H"], "coordinates": [[1.601, 0.457, -0.055], [2.230, 1.447, 0.847], [1.194, 2.134, 1.833], [-0.182, 1.756, 1.346], [-1.141, -2.970, -1.316], [-1.553, 0.253, -1.345], [-0.036, -1.881, -1.066], [-0.675, -0.594, -0.369], [0.398, 0.164, 0.188], [-1.126, 1.217, 2.055], [2.358, -0.058, -0.794], [2.963, 0.753, 1.410], [2.723, 2.209, 0.215], [1.438, 1.863, 2.919], [1.217, 3.207, 1.664], [-0.656, 2.276, 0.460], [-1.848, -2.969, -0.556], [-1.790, -2.640, -2.140], [-0.773, -3.990, -1.567], [-1.081, 1.134, -1.778], [-2.550, 0.613, -0.966], [-1.813, -0.499, -2.095], [0.607, -1.455, -1.877], [0.663, -2.497, -0.400], [-1.411, -0.847, 0.430], [-0.756, 0.916, 2.953]], "relative_energy_kcal_mol": 60.2, "e_tot_ha": -444.0891, "total_charge": 1, "homo_lumo_gap_ev": 10.4051}



[5]
{"formula": "C8H16NO2", "method": "ωB97M-V/def2-TZVPD", "species": ["C", "C", "C", "C", "C", "C", "C", "C", "N", "O", "O", "H", "H", "H", "H", "H", "H", "H", "H", "H", "H", "H", "H", "H", "H", "H", "H"], "coordinates": [[-0.319, -0.800, 1.137], [-0.284, -1.709, -0.116], [0.456, -0.962, -1.173], [0.119, 1.272, 0.107], [-1.700, -2.154, -0.639], [1.928, -0.802, -0.872], [1.115, 2.440, 0.103], [-1.197, 1.585, -0.491], [0.422, 0.413, 0.953], [-0.324, 0.671, 3.111], [0.017, -0.783, -2.353], [-1.342, -0.517, 1.449], [0.277, -1.259, 1.918], [0.335, -2.539, 0.036], [-1.563, -2.530, -1.636], [-2.315, -1.314, -0.546], [-2.243, -2.901, -0.083], [2.249, 0.089, -1.379], [2.385, -1.783, -1.246], [2.088, -0.844, 0.244], [1.809, 2.368, 0.898], [0.593, 3.458, 0.214], [1.531, 2.594, -0.969], [-0.990, 2.481, -1.048], [-2.070, 1.559, 0.171], [-1.328, 0.642, -1.117], [0.348, 1.324, 3.327]], "relative_energy_kcal_mol": 65.8, "e_tot_ha": -519.5461, "total_charge": -1, "homo_lumo_gap_ev": 6.0476}



[6]
{"formula": "C8H16NO3", "method": "ωB97M-V/def2-TZVPD", "species": ["C", "C", "N", "C", "C", "O", "C", "O", "C", "O", "C", "C", "H", "H", "H", "H", "H", "H", "H", "H", "H", "H", "H", "H", "H", "H", "H", "H"], "coordinates": [[2.671, 1.117, 0.020], [1.174, 1.080, -0.398], [0.500, -0.182, 0.007], [0.648, -0.301, 1.521], [-0.796, -0.509, 2.052], [-1.505, -0.959, 0.847], [-1.043, -0.262, -0.156], [-1.767, 1.263, -0.363], [-3.153, 1.056, -0.339], [-1.209, -0.894, -1.320], [-0.081, -1.486, -1.874], [0.944, -1.354, -0.724], [3.248, 0.149, -0.162], [3.112, 1.929, -0.471], [2.669, 1.160, 1.095], [1.082, 1.216, -1.568], [0.644, 1.921, -0.106], [1.000, 0.719, 1.917], [1.501, -1.004, 1.748], [-0.891, -1.207, 2.825], [-1.287, 0.341, 2.377], [-3.376, 0.431, 0.587], [-3.481, 0.632, -1.183], [-3.507, 2.033, -0.216], [0.273, -0.914, -2.787], [-0.248, -2.509, -1.977], [1.120, -2.210, -0.061], [1.756, -1.256, -1.290]], "relative_energy_kcal_mol": 69.1, "e_tot_ha": -594.5289, "total_charge": 1, "smiles": "CC[N@+]12CCO[C@@]1(OC)OCC2", "homo_lumo_gap_ev": 11.2030}



[7]
{"formula": "C8H16O", "method": "ωB97M-V/def2-TZVPD", "species": ["C", "C", "C", "C", "C", "C", "C", "C", "O", "H", "H", "H", "H", "H", "H", "H", "H", "H", "H", "H", "H", "H", "H", "H", "H"], "coordinates": [[-1.985, 0.011, 0.434], [0.198, -0.618, 0.589], [0.303, 0.277, -0.446], [-2.685, -0.024, -0.896], [0.162, -2.104, 0.442], [0.439, 1.753, -0.267], [2.529, -0.437, -0.324], [3.401, 0.304, 0.341], [-2.191, 1.155, 1.198], [-2.160, 1.932, 0.628], [-2.221, -0.840, 1.066], [0.361, -0.231, 1.589], [0.100, -0.071, -1.454], [2.859, -1.280, -0.934], [-2.344, 0.779, -1.558], [-2.502, -0.973, -1.400], [-3.771, 0.094, -0.777], [1.095, -2.530, 0.811], [0.019, -2.404, -0.596], [-0.641, -2.533, 1.046], [0.532, 2.030, 0.782], [1.330, 2.102, -0.790], [-0.404, 2.284, -0.716], [3.091, 1.162, 0.939], [4.484, 0.163, 0.294]], "relative_energy_kcal_mol": 144.1, "e_tot_ha": -389.4232, "homo_lumo_gap_ev": [7.3471, 7.0081]}



[8]
{"formula": "C8H16O6PS", "method": "ωB97M-V/def2-TZVPD", "species": ["O", "P", "O", "O", "C", "C", "C", "C", "O", "H", "H", "H", "H", "H", "H", "H", "H", "C", "C", "C", "S", "O", "O", "C", "H", "H", "H", "H", "H", "H", "H", "H"], "coordinates": [[0.390, -0.602, -0.196], [-0.503, -1.778, -0.356], [-0.062, -2.899, 0.778], [-0.009, -2.638, -1.688], [-2.189, -1.549, -0.349], [-3.045, -2.188, -1.428], [-4.501, -2.425, -1.034], [-4.850, -2.856, 0.310], [-4.918, -3.772, -0.800], [0.350, -3.662, 0.371], [-0.641, -3.328, -1.912], [-2.303, -0.459, -0.332], [-2.679, -3.192, -1.684], [-3.063, -1.600, -2.358], [-5.239, -1.812, -1.562], [-5.837, -2.612, 0.692], [-4.029, -3.023, 0.998], [2.066, 2.002, -0.055], [3.150, 1.423, 0.858], [4.170, 2.536, 1.129], [3.255, 4.083, 1.010], [3.769, 4.845, -0.106], [3.172, 4.713, 2.308], [1.690, 3.348, 0.553], [1.216, 1.325, -0.119], [2.463, 2.150, -1.063], [2.694, 1.093, 1.793], [3.624, 0.553, 0.406], [4.619, 2.492, 2.119], [4.949, 2.578, 0.370], [1.176, 4.027, -0.124], [1.115, 3.227, 1.472]], "e_tot_ha": -1505.4686, "total_charge": -1, "homo_lumo_gap_ev": 6.1817}